ORCA calculation (ωB97M-V with the def2-TZVPD basis set) on C72H146F27MnN6O15P3S6 as an isolated structure.

The geometry in XYZ format:
```
276
C72H146F27MnN6O15P3S6 | the OMol25 dataset | ωB97M-V with the def2-TZVPD basis set
Mn -0.40 3.40 -0.30
C -3.41 1.86 0.40
O -4.70 2.57 0.48
O -2.56 2.95 0.12
C -3.16 0.88 1.58
F -4.21 0.58 2.31
F -2.63 -0.33 1.24
F -2.21 1.29 2.40
C -5.94 1.82 0.35
C -7.05 2.82 0.35
H -7.12 3.34 -0.60
H -7.95 2.26 0.60
H -6.88 3.39 1.26
H -6.17 1.09 1.12
H -5.99 1.23 -0.56
H -3.66 1.29 -0.49
P 1.38 0.51 0.68
F 1.91 1.35 2.06
F 0.10 1.53 0.57
F 2.12 1.63 -0.31
F 0.71 -0.24 -0.61
F 2.56 -0.61 0.73
F 0.44 -0.47 1.60
C 6.92 -3.67 0.06
C 6.42 -2.24 0.03
C 5.35 -1.84 -1.09
C 5.76 -2.08 -2.58
N 4.83 -1.39 -3.60
C 5.41 -1.63 -5.14
C 4.34 -2.49 -5.84
C 3.06 -2.39 -5.01
C 3.50 -2.17 -3.55
C 4.65 0.15 -3.35
C 5.92 0.84 -3.07
C 5.69 2.37 -2.87
H 7.25 -3.92 -0.94
H 6.22 -4.39 0.49
H 7.81 -3.81 0.67
H 7.28 -1.56 0.02
H 5.96 -2.02 0.99
H 4.84 -0.89 -0.90
H 4.55 -2.56 -0.89
H 5.81 -3.12 -2.91
H 6.73 -1.63 -2.80
H 5.46 -0.69 -5.70
H 6.43 -2.02 -5.11
H 4.33 -2.36 -6.92
H 4.66 -3.53 -5.75
H 2.50 -1.54 -5.42
H 2.43 -3.27 -5.12
H 2.78 -1.70 -2.88
H 3.62 -3.21 -3.25
H 3.85 0.27 -2.62
H 4.10 0.63 -4.16
H 6.65 0.69 -3.86
H 6.24 0.42 -2.11
H 6.54 2.75 -2.29
H 4.81 2.61 -2.28
H 5.63 3.08 -3.69
C -2.85 -2.72 4.95
C -2.74 -1.22 4.67
C -2.32 -0.53 6.00
C -2.51 1.00 5.80
N -2.02 1.90 7.05
C -2.38 3.43 6.98
C -1.26 4.14 7.78
C 0.00 3.34 7.59
C -0.44 1.90 7.06
C -2.52 1.28 8.39
C -4.01 1.27 8.73
C -4.60 -0.04 9.31
H -1.85 -3.11 5.13
H -3.40 -3.37 4.27
H -3.48 -2.92 5.82
H -3.61 -0.80 4.17
H -1.93 -1.01 3.97
H -1.30 -0.81 6.27
H -2.99 -0.72 6.84
H -3.56 1.27 5.95
H -2.11 1.34 4.84
H -3.43 3.60 7.21
H -2.31 3.62 5.90
H -1.62 4.22 8.81
H -1.16 5.20 7.52
H 0.54 3.31 8.54
H 0.64 3.82 6.86
H -0.05 1.08 7.65
H 0.05 1.67 6.11
H -1.99 1.92 9.10
H -2.06 0.30 8.48
H -4.66 1.68 7.96
H -4.25 2.00 9.51
H -4.15 -0.35 10.25
H -4.42 -0.86 8.61
H -5.67 0.11 9.45
C -5.62 -3.15 -10.19
C -4.54 -2.46 -9.47
C -4.55 -2.50 -7.95
C -5.66 -1.53 -7.41
P -5.36 -0.96 -5.73
C -6.83 0.05 -5.25
C -8.11 -0.88 -5.07
C -9.23 -0.16 -4.32
C -9.80 1.11 -5.00
C -5.10 -2.35 -4.53
C -4.80 -1.78 -3.08
C -4.84 -2.93 -2.00
C -4.56 -2.52 -0.52
C -3.96 0.24 -5.78
C -3.76 1.17 -6.97
C -2.57 2.17 -6.83
C -2.35 2.93 -8.20
H -6.45 -2.44 -10.13
H -6.06 -4.01 -9.66
H -5.40 -3.37 -11.23
H -4.33 -1.49 -9.91
H -3.65 -3.05 -9.68
H -3.53 -2.34 -7.60
H -4.68 -3.53 -7.63
H -6.63 -2.03 -7.48
H -5.72 -0.71 -8.13
H -6.94 0.80 -6.04
H -6.67 0.79 -4.46
H -7.83 -1.74 -4.47
H -8.36 -1.40 -5.99
H -8.85 0.13 -3.34
H -10.05 -0.83 -4.06
H -9.17 1.97 -4.76
H -10.79 1.29 -4.59
H -9.85 1.02 -6.08
H -4.33 -3.04 -4.86
H -6.07 -2.83 -4.65
H -5.45 -0.94 -2.86
H -3.77 -1.45 -2.97
H -4.31 -3.79 -2.41
H -5.89 -3.23 -2.06
H -3.69 -1.87 -0.43
H -4.48 -3.48 -0.02
H -5.40 -2.04 -0.03
H -3.04 -0.35 -5.82
H -3.87 0.79 -4.84
H -4.64 1.74 -7.27
H -3.64 0.59 -7.88
H -1.57 1.74 -6.70
H -2.75 2.94 -6.08
H -2.18 2.17 -8.97
H -1.39 3.44 -8.18
H -2.95 3.78 -8.52
C 1.74 -9.78 0.90
C 1.85 -8.80 -0.28
C 2.43 -7.47 0.14
C 1.57 -6.62 1.15
P 2.23 -4.96 1.43
C 2.07 -3.95 -0.11
C 0.61 -3.88 -0.55
C 0.36 -3.40 -1.98
C -1.10 -3.52 -2.30
C 1.37 -3.99 2.74
C 2.30 -2.88 3.30
C 1.55 -1.89 4.16
C 1.69 -1.97 5.72
C 3.98 -5.19 1.83
C 4.36 -6.05 2.97
C 5.89 -6.20 3.17
C 6.26 -6.59 4.61
H 2.64 -9.63 1.50
H 1.72 -10.83 0.59
H 0.87 -9.45 1.46
H 0.88 -8.69 -0.77
H 2.49 -9.18 -1.08
H 2.47 -6.85 -0.76
H 3.47 -7.63 0.39
H 1.47 -7.13 2.11
H 0.53 -6.55 0.82
H 2.54 -4.41 -0.98
H 2.40 -2.93 0.12
H 0.02 -3.26 0.13
H 0.26 -4.91 -0.62
H 0.98 -3.85 -2.76
H 0.49 -2.32 -2.12
H -1.76 -3.26 -1.47
H -1.28 -4.55 -2.63
H -1.39 -2.87 -3.12
H 1.05 -4.73 3.48
H 0.50 -3.67 2.17
H 2.73 -2.35 2.45
H 3.13 -3.34 3.82
H 0.46 -1.96 4.08
H 1.78 -0.86 3.92
H 1.10 -2.81 6.10
H 1.37 -1.09 6.28
H 2.72 -2.14 6.00
H 4.54 -4.26 1.91
H 4.30 -5.49 0.83
H 3.85 -7.01 2.95
H 3.93 -5.62 3.88
H 6.35 -5.23 2.97
H 6.38 -6.81 2.41
H 6.08 -7.66 4.70
H 5.73 -6.13 5.45
H 7.29 -6.29 4.79
C 5.73 4.82 3.69
C 4.93 3.49 3.80
N 5.82 2.32 3.41
C 5.03 1.01 3.77
C 6.10 2.22 1.86
C 7.05 1.09 1.38
C 7.11 2.16 4.29
C 7.07 2.25 5.82
O 6.30 3.37 6.38
C 6.18 3.27 7.80
H 5.01 5.58 3.97
H 6.08 5.16 2.72
H 6.60 5.10 4.28
H 4.01 3.46 3.21
H 4.56 3.29 4.81
H 4.88 1.06 4.85
H 5.49 0.06 3.50
H 4.09 1.14 3.24
H 6.45 3.19 1.50
H 5.10 2.12 1.44
H 8.07 1.31 1.70
H 7.07 0.97 0.30
H 6.96 0.12 1.87
H 7.69 3.00 3.91
H 7.48 1.18 3.99
H 8.11 2.35 6.11
H 6.71 1.33 6.29
H 5.87 4.28 8.07
H 7.13 3.05 8.29
H 5.36 2.61 8.07
C 1.09 5.53 -3.79
F 1.25 6.73 -3.18
F -0.23 5.30 -4.02
F 1.66 5.52 -4.97
S 1.80 4.08 -2.63
O 2.89 3.46 -3.46
O 2.38 4.70 -1.43
N 0.41 3.08 -2.19
S 0.44 2.07 -3.39
O 0.22 2.82 -4.64
O 1.52 1.04 -3.31
C -1.31 1.17 -3.05
F -2.33 2.06 -3.00
F -1.48 0.33 -4.11
F -1.27 0.45 -1.94
C -2.77 7.24 -3.03
F -3.03 7.40 -4.31
F -1.52 7.63 -2.90
F -3.57 7.98 -2.30
S -2.97 5.34 -2.74
O -3.08 4.84 -4.09
O -1.78 5.01 -1.94
N -4.42 5.13 -1.76
S -5.61 5.43 -2.78
O -6.77 5.65 -1.93
O -5.42 6.42 -3.87
C -5.89 3.63 -3.61
F -5.67 3.70 -4.94
F -5.11 2.71 -3.07
F -7.13 3.28 -3.35
C -0.29 7.62 0.46
F -1.17 8.21 -0.37
F 0.86 7.44 -0.15
F -0.13 8.57 1.40
S -1.05 6.14 1.42
O -1.17 6.57 2.79
O -2.40 5.90 0.79
N 0.00 4.88 0.96
S 1.21 4.98 1.97
O 2.29 4.10 1.55
O 1.60 6.30 2.43
C 0.48 4.05 3.49
F -0.48 3.17 3.19
F 1.47 3.42 4.18
F 0.05 4.95 4.35
```

Its total charge is +2. As for the spin multiplicity: 6. Its expectation value of S² is 8.754. The value obtained for the largest force on an atom is 7.2 eV Å⁻¹. The value obtained for the HOMO energy (spin up / spin down) is -10.29 / -10.30 eV. As for the HOMO-LUMO gap (spin up / spin down): 6.43 / 6.44 eV.